The following is a quantum chemistry calculation of a 2-piece molecular cluster, C5H16N2O overall in a non-equilibrium geometry, from the Open Molecules 2025 dataset.

Geometry as XYZ:
```
24
Properties=species:S:1:pos:R:3:forces:R:3:nbo_charge:R:1
C -0.6361 -0.0710 1.7402 -0.8 0.2 -0.5 -0.63
C 0.4509 -0.3287 0.6994 0.9 -2.1 0.3 -0.04
C 1.8301 -0.7090 1.3549 0.0 2.5 1.2 -0.39
C 2.8894 0.3046 0.8903 0.8 -1.0 -0.4 -0.61
N 0.1323 -1.4662 -0.1822 0.6 0.6 -0.3 -0.67
C -0.6203 -1.2426 -1.3872 -1.2 -0.2 -0.4 -0.04
N -1.9064 -1.9455 -1.5232 0.0 0.8 0.4 -0.84
H -0.4771 -0.6434 2.6529 0.0 0.1 0.1 0.21
H -0.8002 0.9888 1.9476 0.5 0.0 0.4 0.21
H -1.5978 -0.3729 1.3117 0.0 -0.1 0.1 0.20
H 0.6161 0.5712 0.1109 -0.1 -0.1 -0.3 0.19
H 2.2643 -1.6915 1.2153 -0.7 -0.4 -0.6 0.22
H 1.7311 -0.5895 2.4413 0.0 -0.1 0.0 0.18
H 3.8831 -0.0053 1.2403 -0.1 0.0 -0.1 0.20
H 2.9023 0.2145 -0.2032 0.2 0.4 0.1 0.20
H 2.7926 1.3468 1.1856 -0.6 0.0 0.0 0.20
H -0.0249 -2.3170 0.3382 -0.2 0.0 -0.3 0.37
H -0.8558 -0.1733 -1.4238 0.0 0.0 0.0 0.17
H -0.1145 -1.4376 -2.3309 0.6 -0.3 0.1 0.17
H -2.4173 -1.7454 -0.6806 -0.5 -0.1 0.2 0.34
H -1.8914 -2.9477 -1.6250 0.6 -0.1 -0.1 0.36
H -3.3029 5.2625 -2.7618 0.4 -0.3 -0.1 0.47
H -2.2572 4.3699 -2.0588 -0.4 0.3 -1.1 0.47
O -2.5903 4.6283 -2.9515 0.0 0.0 1.2 -0.94
```
Forces are in eV/Å.

Computed properties:
Calculated total energy (eV): -10471.2889
Highest occupied orbital energy (eV): -8.196
Gap between HOMO and LUMO (eV): 8.9005
Energy above the lowest of the compared OMol25 structures with the same formula, charge and spin (kcal/mol): 28.4
M (g/mol): 120.2
Max |F| (eV/A): 2.75
Structure (SMILES): CC[C@H](C)NCN.O